1.
C30H75AgN8O12 | ωB97M-V with the def2-TZVPD basis set

XYZ file:
```
126
Properties=species:S:1:pos:R:3:lowdin_charge:R:1
Ag -2.713 -1.649 -4.621 0.8326
C -1.304 -0.284 -0.989 -0.0507
C -0.576 -1.194 -1.893 -0.5175
C 0.403 -2.135 -1.067 0.0047
O -1.418 -1.807 -2.735 -0.0111
H -0.845 0.182 -0.117 0.0788
H -2.269 -0.691 -0.688 0.0994
H -1.410 0.620 -1.589 0.0764
H 0.084 -0.645 -2.565 0.1351
H 0.443 -3.147 -1.471 0.0400
H 0.022 -2.316 -0.062 0.0559
H 1.450 -1.835 -1.009 0.0734
C -3.569 2.374 0.574 -0.0558
C -2.957 3.652 1.157 -0.4603
C -4.118 4.367 1.764 -0.1776
C -3.752 5.500 2.665 -0.1930
C -2.748 5.136 3.756 -0.1061
C -1.506 4.294 3.281 -0.4691
N -1.987 3.346 2.250 -0.1220
O -1.177 2.246 1.894 -0.0445
C -0.499 5.267 2.655 -0.0271
C -0.941 3.458 4.444 -0.0293
C -2.292 4.486 -0.036 -0.0059
H -4.486 2.369 -0.015 0.0878
H -3.832 1.545 1.231 0.0857
H -2.841 1.979 -0.134 0.0453
H -4.706 4.780 0.945 0.1336
H -4.718 3.747 2.431 0.1329
H -4.687 5.815 3.130 0.1236
H -3.355 6.304 2.045 0.1081
H -3.272 4.642 4.574 0.1185
H -2.476 6.135 4.095 0.1215
H 0.430 4.862 2.254 0.0638
H -0.959 5.962 1.953 0.0753
H -0.103 5.857 3.481 0.0848
H -1.794 2.917 4.854 0.0833
H -0.164 2.726 4.222 0.0677
H -0.577 4.058 5.279 0.0896
H -1.234 4.323 -0.240 0.0670
H -2.241 5.564 0.122 0.0700
H -2.694 4.150 -0.991 0.0680
H -1.740 1.604 2.332 0.0928
C 5.144 -0.635 0.633 0.0433
C 4.240 -0.080 1.797 -0.4608
C 5.126 0.200 3.039 -0.0808
C 6.053 1.480 2.743 -0.1427
C 5.254 2.763 2.448 -0.1179
C 4.312 2.454 1.180 -0.3784
N 3.575 1.111 1.267 0.1260
O 2.585 0.868 0.255 0.0969
C 3.168 3.477 1.284 -0.0358
C 5.137 2.755 -0.090 -0.0013
C 3.281 -1.161 2.291 -0.0238
H 4.384 -0.836 -0.122 0.0848
H 5.538 -1.602 0.947 0.1119
H 5.905 0.023 0.215 0.0820
H 4.549 0.470 3.924 0.1208
H 5.696 -0.636 3.444 0.1352
H 6.664 1.422 1.842 0.0992
H 6.741 1.665 3.567 0.1199
H 5.877 3.658 2.440 0.1353
H 4.724 3.039 3.359 0.1134
H 3.416 4.517 1.071 0.1099
H 2.155 3.387 0.892 0.0800
H 2.964 3.493 2.354 0.0767
H 5.917 2.043 -0.357 0.0763
H 4.641 3.003 -1.029 0.1007
H 5.754 3.606 0.198 0.1012
H 2.487 -1.321 1.562 0.0557
H 2.650 -0.851 3.124 0.1011
H 3.814 -2.101 2.435 0.1182
H 1.838 0.716 0.838 0.1218
C -3.948 0.990 -3.816 -0.1700
C -5.063 -0.026 -3.455 -0.1913
O -4.576 -1.372 -3.371 -0.1276
O -3.504 0.505 -5.094 -0.1513
H -3.207 0.880 -3.024 0.0991
H -4.236 2.024 -4.006 0.1395
H -5.917 -0.016 -4.133 0.1381
H -5.237 0.409 -2.471 0.1151
H -5.260 -2.020 -3.555 0.1056
H -3.894 0.982 -5.830 0.1115
C -5.270 -3.257 1.686 -0.2460
C -5.733 -2.143 0.731 -0.2359
O -6.606 -2.604 -0.288 -0.0638
O -4.879 -4.488 1.143 -0.0366
H -6.049 -3.437 2.427 0.1254
H -4.451 -2.770 2.216 0.1047
H -4.981 -1.588 0.170 0.0971
H -6.278 -1.426 1.343 0.1234
H -6.093 -3.083 -0.944 0.0642
H -4.846 -4.472 0.184 0.0713
C 0.793 -3.513 2.420 -0.1908
C -0.689 -3.978 2.344 -0.2190
O -0.903 -5.141 1.534 -0.0581
O 1.635 -4.591 3.074 -0.0653
H 0.835 -2.575 2.974 0.0995
H 1.156 -3.357 1.404 0.0821
H -1.164 -3.155 1.811 0.0898
H -1.213 -4.157 3.283 0.1311
H -0.399 -5.108 0.718 0.0411
H 1.483 -4.360 3.993 0.0720
C 0.227 -6.222 -1.566 -0.7596
O 0.373 -7.333 -1.046 0.0578
N -0.825 -5.537 -1.545 0.1777
N 1.177 -5.708 -2.399 0.1451
H -0.941 -4.701 -2.099 0.1067
H -1.500 -5.884 -0.879 0.1375
H 2.100 -6.115 -2.340 0.0953
H 1.078 -4.835 -2.897 0.0758
C 0.038 -0.206 -6.142 -0.7887
O -1.142 -0.507 -6.070 -0.0095
N 0.899 -0.120 -5.186 0.1945
N 0.634 -0.111 -7.235 0.2004
H 1.827 0.202 -5.421 0.1282
H 0.730 -0.373 -4.223 0.0876
H 1.643 -0.064 -7.249 0.1371
H 0.094 0.002 -8.081 0.1501
C 4.849 -3.387 -3.036 -0.7563
O 5.061 -2.209 -3.388 -0.0098
N 3.640 -3.873 -2.956 0.1449
N 5.737 -4.330 -2.869 0.1826
H 3.455 -4.859 -3.074 0.0865
H 2.902 -3.221 -2.735 0.0915
H 5.307 -5.208 -2.616 0.1194
H 6.671 -4.048 -3.130 0.1357
```

The net charge is +2. The value obtained for the LUMO energy (alpha / beta) is -4.768 / -8.359 eV. The spin multiplicity is 3. Its total energy is -2675.04255 Ha. The HOMO energy (alpha / beta) comes out at -11.964 / -11.964 eV. The calculation puts the gap between HOMO and LUMO (alpha / beta) at 7.2 / 3.6 eV.

2.
C30H75BaN5 | ωB97M-V with the def2-TZVPD basis set

XYZ file:
```
111
Properties=species:S:1:pos:R:3:lowdin_charge:R:1
Ba 8.546 4.747 -16.187 1.9099
C 10.969 6.520 -14.158 -0.0735
C 10.908 5.084 -13.734 -0.2696
N 11.128 4.182 -14.887 -0.2588
C 12.437 4.300 -15.526 -0.2241
C 13.597 4.406 -14.515 -0.0345
C 10.983 2.817 -14.368 -0.2803
C 10.792 1.812 -15.412 -0.0888
H 10.865 7.181 -13.303 0.1009
H 10.348 6.828 -14.981 0.0440
H 11.941 6.681 -14.484 0.0580
H 10.015 4.787 -13.213 0.0802
H 11.640 4.909 -12.936 0.1373
H 12.468 5.134 -16.154 0.0798
H 12.591 3.523 -16.221 0.0997
H 13.528 5.329 -14.000 0.0538
H 14.618 4.396 -14.965 0.1111
H 13.589 3.638 -13.775 0.0670
H 10.150 2.651 -13.648 0.1025
H 11.791 2.534 -13.673 0.1393
H 10.172 2.025 -16.242 0.0152
H 10.474 0.913 -14.909 0.1032
H 11.733 1.518 -15.825 0.0896
C 8.046 7.007 -13.061 -0.0830
C 8.024 7.989 -14.180 -0.2894
N 7.722 7.332 -15.425 -0.3022
C 6.327 6.810 -15.428 -0.3201
C 5.286 7.750 -14.918 -0.0429
C 7.864 8.386 -16.425 -0.2467
C 7.915 7.753 -17.798 -0.0721
H 8.760 7.347 -12.253 0.1261
H 8.391 6.066 -13.381 0.0011
H 7.088 6.819 -12.593 0.0699
H 9.031 8.478 -14.179 0.1296
H 7.382 8.834 -13.930 0.1345
H 6.260 5.950 -14.736 0.0847
H 5.943 6.515 -16.385 0.0685
H 5.393 8.668 -15.398 0.0668
H 5.331 7.959 -13.877 0.0808
H 4.320 7.324 -15.092 0.0914
H 8.802 8.911 -16.228 0.1296
H 7.141 9.230 -16.344 0.1423
H 8.833 7.169 -17.861 0.0205
H 7.924 8.546 -18.523 0.0949
H 7.078 7.074 -18.076 0.0742
C 2.979 2.194 -12.337 -0.0685
C 4.110 2.439 -13.385 -0.2361
N 5.259 3.260 -12.985 -0.2076
C 6.313 2.543 -12.314 -0.2278
C 7.637 3.192 -12.756 -0.0729
C 4.849 4.518 -12.326 -0.2371
C 4.760 4.463 -10.808 -0.0644
H 2.319 3.068 -12.196 0.0819
H 3.337 1.847 -11.368 0.0683
H 2.318 1.377 -12.684 0.0827
H 3.684 2.978 -14.222 0.0804
H 4.446 1.495 -13.859 0.1148
H 6.282 1.544 -12.688 0.1023
H 6.133 2.408 -11.239 0.1254
H 7.787 3.209 -13.815 -0.0101
H 8.461 2.621 -12.308 0.0883
H 7.661 4.223 -12.355 0.0752
H 3.932 4.959 -12.825 0.1415
H 5.605 5.239 -12.656 0.0652
H 4.010 3.737 -10.473 0.0749
H 4.453 5.482 -10.492 0.0997
H 5.646 4.204 -10.336 0.0415
C 11.312 6.242 -18.563 -0.0883
C 11.098 5.365 -19.769 -0.2357
N 11.421 3.938 -19.606 -0.1696
C 11.428 3.234 -20.929 -0.2228
C 11.551 1.715 -20.956 -0.0607
C 10.667 3.276 -18.574 -0.2940
C 9.183 3.268 -18.854 -0.1519
H 11.047 7.296 -18.804 0.1046
H 12.356 6.314 -18.321 0.0872
H 10.777 5.973 -17.694 -0.0162
H 11.924 5.719 -20.433 0.1459
H 10.141 5.486 -20.236 0.1029
H 12.324 3.560 -21.385 0.0993
H 10.627 3.672 -21.552 0.1229
H 12.162 1.357 -20.082 0.1013
H 12.017 1.314 -21.809 0.0656
H 10.554 1.325 -20.900 0.0587
H 10.893 3.767 -17.639 0.0404
H 11.021 2.273 -18.404 0.1132
H 8.663 4.240 -19.003 0.0677
H 8.716 2.655 -18.064 0.0183
H 9.005 2.732 -19.769 0.0861
C 4.785 1.419 -18.468 -0.0413
C 6.166 2.095 -18.514 -0.2170
N 6.344 3.007 -17.372 -0.2540
C 6.319 2.390 -16.093 -0.3395
C 7.338 1.240 -15.903 -0.0330
C 5.477 4.190 -17.612 -0.2297
C 4.457 4.381 -16.499 -0.0779
H 4.692 0.691 -17.661 0.0857
H 4.578 0.889 -19.329 0.0617
H 3.968 2.088 -18.299 0.0684
H 6.326 2.558 -19.465 0.1165
H 6.852 1.252 -18.444 0.1116
H 5.330 1.979 -15.896 0.1022
H 6.438 3.081 -15.268 0.0361
H 7.427 1.039 -14.857 0.0679
H 8.315 1.515 -16.334 0.0418
H 6.948 0.300 -16.302 0.0975
H 4.814 4.144 -18.461 0.1280
H 6.042 5.092 -17.714 0.0436
H 3.833 3.517 -16.471 0.0732
H 3.859 5.218 -16.737 0.0828
H 4.835 4.529 -15.464 0.0628
```

The net charge is +2. The calculation puts the relative energy (zero: lowest compared OMol25 entry of this formula, charge and spin) at 0.0 kJ/mol. The value obtained for the LUMO energy is -4.624 eV. Its total energy is -1486.72281 Ha. The HOMO energy comes out at -13.165 eV. The calculation puts the gap between HOMO and LUMO at 8.5 eV.

Q: Look up the net charge of the second one.
A: +2